(1)
Below is a structure of composition C27H31AgIO5PS2Si in a non-equilibrium geometry, with properties calculated with ωB97M-V/def2-TZVPD.

Element x y z (Å)
Ag1 0.780 -1.537 1.884
I1 -1.084 1.157 2.577
C1 -0.149 3.000 2.348
C2 -0.006 3.731 3.504
C3 0.357 5.072 3.455
C4 0.475 5.692 2.241
C5 0.320 4.968 1.042
C6 0.393 5.644 -0.195
C7 0.274 4.949 -1.365
C8 0.149 3.558 -1.329
C9 0.050 2.837 -0.157
P1 0.532 1.015 -0.473
C10 -0.879 1.016 -1.871
C11 -2.150 1.131 -1.322
C12 -3.300 0.985 -2.072
C13 -3.202 0.726 -3.429
C14 -1.949 0.600 -4.002
C15 -0.807 0.731 -3.228
C16 1.862 0.700 -1.729
C17 1.924 -0.624 -2.145
C18 2.957 -1.070 -2.947
C19 3.951 -0.193 -3.343
C20 3.909 1.126 -2.919
C21 2.865 1.574 -2.125
C22 0.064 3.561 1.070
H1 -0.150 3.247 4.458
H2 0.502 5.623 4.375
H3 0.707 6.748 2.178
H4 0.546 6.719 -0.188
H5 0.314 5.461 -2.323
H6 0.110 3.018 -2.265
H7 -2.228 1.328 -0.259
H8 -4.275 1.058 -1.603
H9 -4.093 0.618 -4.039
H10 -1.861 0.386 -5.062
H11 0.162 0.616 -3.699
H12 1.144 -1.301 -1.817
H13 2.991 -2.107 -3.261
H14 4.774 -0.539 -3.960
H15 4.706 1.804 -3.207
H16 2.846 2.602 -1.790
O1 1.806 1.341 0.591
S1 1.861 0.765 2.222
O2 2.279 1.974 2.965
O3 2.918 -0.279 2.226
O4 -0.032 -0.256 0.074
C23 -2.980 -3.586 1.079
S2 -2.310 -1.875 1.346
C24 -3.993 -1.085 1.220
O5 -2.009 -1.833 2.784
H17 -3.399 -3.635 0.082
H18 -3.720 -3.817 1.836
H19 -2.137 -4.258 1.177
H20 -4.402 -1.294 0.239
H21 -3.839 -0.022 1.359
H22 -4.627 -1.469 2.010
C25 2.476 -5.262 1.570
Si1 0.906 -4.067 1.606
C26 0.225 -4.604 -0.185
C27 -0.162 -5.281 2.749
H23 2.220 -6.286 1.314
H24 2.968 -5.279 2.537
H25 3.205 -4.914 0.846
H26 -0.199 -5.606 -0.234
H27 1.038 -4.556 -0.903
H28 -0.533 -3.900 -0.520
H29 -0.403 -6.234 2.282
H30 -1.088 -4.810 3.064
H31 0.398 -5.499 3.653

For the highest occupied orbital energy, the calculation gives -1.397 eV. The lowest unoccupied orbital energy comes out at 4.210 eV. As for the charge: -2.

(2)
Below is a structure of composition C31H50P2Yb in a non-equilibrium geometry, with properties calculated with ωB97M-V/def2-TZVPD.

Element x y z (Å)
Yb1 0.000 0.000 0.000
C1 0.192 1.184 -1.883
C2 -0.675 1.858 -0.933
C3 1.447 1.658 0.027
C4 1.478 1.041 -1.291
C5 0.128 2.182 0.224
C6 -0.171 0.816 -3.290
H1 -1.254 0.770 -3.425
H2 0.252 -0.150 -3.576
H3 0.213 1.569 -3.992
C7 2.687 0.412 -1.909
H4 2.409 -0.269 -2.717
H5 3.244 -0.162 -1.162
H6 3.352 1.180 -2.325
C8 2.623 1.778 0.947
H7 3.280 2.607 0.650
H8 3.210 0.854 0.938
H9 2.300 1.959 1.976
C9 -0.308 3.048 1.367
H10 0.018 4.083 1.201
H11 0.123 2.715 2.316
H12 -1.396 3.059 1.468
C10 -2.061 2.361 -1.207
H13 -2.047 3.413 -1.528
H14 -2.690 2.292 -0.315
H15 -2.543 1.781 -1.999
C11 -5.127 -5.535 -0.776
C12 -5.743 -4.659 -1.578
C13 -7.033 -3.905 -1.386
C14 -7.589 -3.807 0.052
C15 -6.636 -3.133 1.010
C16 -5.617 -3.668 1.694
C17 -5.110 -5.085 1.732
C18 -5.547 -6.027 0.588
H16 -7.806 -4.345 -2.036
H17 -7.883 -4.796 0.408
H18 -6.880 -2.885 -1.768
H19 -6.624 -6.200 0.637
H20 -4.177 -5.933 -1.133
H21 -5.250 -4.442 -2.527
H22 -5.076 -7.001 0.766
H23 -4.012 -5.043 1.745
H24 -5.050 -2.986 2.329
H25 -5.394 -5.541 2.694
H26 -8.512 -3.216 0.008
H27 -6.792 -2.061 1.132
P1 -1.345 -1.685 -0.713
P2 -0.896 -0.512 2.013
C19 -2.168 -2.575 0.716
C20 -1.401 -2.295 2.012
H28 -2.243 -3.648 0.507
H29 -3.189 -2.182 0.787
H30 -1.990 -2.546 2.902
H31 -0.464 -2.860 2.032
C21 0.170 -0.387 3.503
H32 0.430 0.653 3.732
H33 1.089 -0.958 3.340
H34 -0.379 -0.832 4.336
C22 -2.437 0.326 2.587
H35 -2.928 -0.245 3.382
H36 -3.125 0.440 1.744
H37 -2.196 1.323 2.966
C23 -0.556 -3.055 -1.656
H38 -0.028 -2.687 -2.542
H39 -1.338 -3.764 -1.939
H40 0.151 -3.572 -1.000
C24 -2.812 -1.341 -1.775
H41 -3.362 -0.486 -1.371
H42 -3.476 -2.212 -1.815
H43 -2.491 -1.100 -2.792
C25 1.778 -1.797 0.322
C26 3.254 -1.775 0.732
C27 4.228 -2.271 -0.165
C28 5.583 -2.286 0.179
C29 5.994 -1.818 1.426
C30 5.049 -1.339 2.331
C31 3.693 -1.323 1.991
H44 1.319 -2.548 0.978
H45 1.765 -2.207 -0.702
H46 3.942 -2.645 -1.140
H47 6.315 -2.663 -0.523
H48 7.043 -1.828 1.692
H49 5.367 -0.976 3.300
H50 3.016 -0.938 2.717

For the highest occupied orbital energy (alpha / beta), the calculation gives -9.961 / -9.954 eV. Its multiplicity is 2. The lowest unoccupied orbital energy (alpha / beta) comes out at -3.659 / -3.626 eV. As for the charge: +1.

(3)
Below is the molecule C7H14N2 in a non-equilibrium geometry, with properties calculated with ωB97M-V/def2-TZVPD.

Element x y z (Å)
C1 2.251 1.554 -0.098
C2 1.756 0.264 0.352
C3 2.210 -1.035 -0.210
C4 0.329 -0.102 -0.062
C5 -1.021 -0.004 0.765
C6 -2.150 -0.896 0.135
C7 -2.598 0.341 -0.629
H1 1.409 2.352 -0.046
H2 3.035 1.946 0.510
H3 2.458 1.504 -1.287
H4 1.879 0.216 1.461
H5 2.932 -1.703 0.409
H6 2.722 -0.712 -1.169
H7 0.572 -2.002 0.448
H8 0.064 0.350 -0.984
H9 -0.946 -0.208 1.848
H10 -2.762 -1.028 0.970
H11 -1.883 -1.886 -0.292
H12 -2.194 0.298 -1.603
H13 -3.698 0.726 -0.643
H14 -1.284 1.859 -0.318
N1 0.779 -1.489 -0.337
N2 -1.773 1.139 0.219

For the highest occupied orbital energy, the calculation gives -8.572 eV. The lowest unoccupied orbital energy comes out at 1.097 eV. The SMILES is C[C@@H]1CN[C@H]1[C@@H]1CCN1. As for the charge: 0.

(4)
Below is the ion C4H2ClO2 with charge -1 in a non-equilibrium geometry, with properties calculated with ωB97M-V/def2-TZVPD.

Element x y z (Å)
C1 -1.452 0.108 0.321
C2 -0.531 -0.838 -0.004
C3 0.619 1.326 0.192
C4 0.890 -0.170 -0.001
O1 -0.735 -2.062 0.025
O2 1.190 2.320 -0.097
Cl1 -3.132 0.181 -0.086
H1 1.717 -0.530 0.756
H2 1.433 -0.334 -1.105

For the highest occupied orbital energy (alpha / beta), the calculation gives -2.857 / -2.634 eV. The lowest unoccupied orbital energy (alpha / beta) comes out at 3.780 / 3.811 eV. As for the charge: -1.

(5)
Below is a structure of composition C25H27MgN4O9PS, with properties calculated with ωB97M-V/def2-TZVPD.

Element x y z (Å)
Mg1 0.231 0.885 0.482
O1 -2.612 5.757 -1.454
C1 -2.025 4.793 -1.049
C2 -0.974 3.979 -1.808
O2 -0.702 4.071 -2.990
C3 -0.422 3.062 -0.825
C4 -1.137 3.095 0.381
O3 -0.898 2.261 1.335
C5 -2.158 4.163 0.345
O4 -2.956 4.465 1.198
O5 0.561 2.195 -0.992
S1 2.745 -1.819 7.106
N1 3.445 -0.814 6.058
C6 2.595 -0.665 5.055
C7 2.810 0.167 3.875
C8 3.942 0.959 3.682
C9 4.031 1.734 2.550
C10 2.984 1.699 1.631
N2 1.910 0.944 1.804
C11 1.815 0.186 2.909
C12 0.566 -0.605 3.066
N3 -0.335 -0.527 2.066
C13 -1.505 -1.130 2.224
C14 -1.824 -1.876 3.357
C15 -0.888 -2.000 4.355
C16 0.337 -1.347 4.214
C17 1.393 -1.391 5.222
N4 1.346 -2.082 6.350
H1 4.724 0.957 4.430
H2 4.884 2.373 2.367
H3 2.994 2.304 0.731
H4 -2.219 -1.017 1.417
H5 -2.795 -2.344 3.430
H6 -1.083 -2.579 5.248
C18 3.118 -0.366 -2.947
C19 3.068 -0.453 -1.440
O6 1.755 -0.135 -0.958
H7 4.124 -0.588 -3.308
H8 2.857 0.640 -3.287
H9 2.417 -1.070 -3.397
H10 3.802 0.212 -0.976
H11 3.277 -1.467 -1.096
H12 1.479 0.671 -1.441
C20 -0.763 0.460 -4.975
C21 -1.005 0.785 -3.528
O7 -0.998 -0.472 -2.777
P1 -1.317 -0.458 -1.209
O8 -1.427 -2.060 -0.969
C22 -0.240 -2.863 -0.890
C23 -0.630 -4.209 -0.334
O9 -2.854 -0.058 -1.058
C24 -3.974 -0.710 -1.703
C25 -4.203 -0.186 -3.101
H13 -0.711 1.389 -5.544
H14 -1.562 -0.157 -5.388
H15 0.181 -0.074 -5.096
H16 -1.973 1.267 -3.385
H17 -0.253 1.455 -3.123
H18 0.495 -2.361 -0.254
H19 0.194 -2.948 -1.889
H20 -0.972 -4.125 0.699
H21 0.224 -4.889 -0.359
H22 -1.434 -4.645 -0.928
H23 -4.824 -0.485 -1.062
H24 -3.805 -1.787 -1.693
H25 -4.285 0.901 -3.097
H26 -5.141 -0.593 -3.485
H27 -3.399 -0.477 -3.776

For the highest occupied orbital energy, the calculation gives -6.921 eV. The lowest unoccupied orbital energy comes out at -1.285 eV. As for the charge: 0.

(6)
Below is a structure of composition C23H18InN2Te, with properties calculated with ωB97M-V/def2-TZVPD.

Element x y z (Å)
In1 0.184 0.067 -0.211
C1 -2.383 -0.699 3.540
C2 -1.465 -0.408 4.537
C3 -0.262 0.196 4.215
C4 0.011 0.496 2.884
N1 -0.858 0.150 1.933
C5 -2.024 -0.419 2.233
C6 1.229 1.234 2.412
C7 2.042 1.891 3.335
C8 3.127 2.640 2.910
C9 3.395 2.744 1.552
C10 2.581 2.088 0.636
C11 1.497 1.308 1.038
H1 -3.333 -1.165 3.759
H2 -1.684 -0.654 5.569
H3 0.459 0.421 4.987
H4 -2.661 -0.652 1.385
H5 1.825 1.842 4.396
H6 3.751 3.150 3.634
H7 4.231 3.341 1.208
H8 2.810 2.187 -0.419
C12 4.685 -2.687 -2.111
C13 4.300 -1.379 -1.856
C14 3.198 -1.099 -1.061
C15 2.415 -2.120 -0.497
C16 2.815 -3.444 -0.776
C17 3.926 -3.714 -1.557
N2 1.267 -1.830 0.226
C18 0.799 -2.762 1.144
C19 1.644 -3.394 2.077
C20 1.138 -4.272 3.022
C21 -0.224 -4.556 3.080
C22 -1.066 -3.949 2.156
C23 -0.566 -3.077 1.198
H9 5.547 -2.903 -2.729
H10 4.870 -0.557 -2.275
H11 2.944 -0.071 -0.849
H12 2.224 -4.259 -0.379
H13 4.194 -4.747 -1.752
H14 2.703 -3.170 2.053
H15 1.816 -4.733 3.733
H16 -0.617 -5.241 3.822
H17 -2.128 -4.168 2.167
H18 -1.219 -2.645 0.445
Te1 -1.670 -0.072 -2.010

For the highest occupied orbital energy, the calculation gives -3.433 eV. The lowest unoccupied orbital energy comes out at 2.642 eV. As for the charge: -1.

(7)
Below is the molecule C5H7NS in a non-equilibrium geometry, with properties calculated with ωB97M-V/def2-TZVPD.

Element x y z (Å)
C1 0.609 0.001 -0.080
C2 -1.398 -1.199 0.262
C3 -2.159 0.002 -0.259
C4 -1.429 1.276 -0.035
C5 -0.076 1.259 0.127
H1 0.656 -1.963 0.069
H2 -1.499 -1.369 1.307
H3 -1.781 -2.017 -0.277
H4 -2.248 0.087 -1.324
H5 -3.191 0.085 0.208
H6 -2.181 2.117 0.489
H7 0.461 2.174 0.483
N1 0.011 -1.101 -0.076
S1 2.277 0.035 -0.032

For the highest occupied orbital energy, the calculation gives -8.005 eV. The lowest unoccupied orbital energy comes out at 0.144 eV. The SMILES is S=C1C=CCCN1. As for the charge: 0.

(8)
Below is a cluster of 8 separate species, C32H38BF4O12 in total in a non-equilibrium geometry, with properties calculated with ωB97M-V/def2-TZVPD.

Element x y z (Å)
B1 -0.175 0.544 -0.375
F1 0.895 0.011 0.351
F2 0.273 1.926 -0.551
F3 -0.199 -0.056 -1.657
F4 -1.388 0.535 0.232
C1 -3.231 2.711 1.125
O1 -1.952 2.975 1.301
H1 -3.212 2.288 0.061
H2 -3.805 3.676 1.133
H3 -3.634 1.868 1.697
H4 -1.406 2.313 0.774
C2 -2.174 -0.716 3.368
O2 -2.868 0.205 4.070
H5 -2.546 -0.771 2.460
H6 -2.317 -1.808 3.519
H7 -1.066 -0.567 3.070
H8 -3.900 -0.046 4.364
C3 1.220 2.505 2.736
C4 0.649 3.240 3.836
C5 0.917 4.646 3.991
C6 1.822 5.320 3.044
C7 2.395 4.511 2.101
C8 2.068 3.164 1.874
O3 2.573 2.537 0.855
O4 0.429 5.414 5.032
H9 0.880 1.550 2.518
H10 -0.240 2.957 4.476
H11 2.035 6.259 3.263
H12 2.752 5.105 1.380
H13 2.031 1.885 0.557
H14 -0.247 5.068 5.413
C9 1.586 -5.182 -4.121
C10 1.690 -3.779 -4.178
C11 1.039 -3.082 -3.245
C12 0.262 -3.753 -2.194
C13 0.264 -5.079 -2.166
C14 0.843 -5.851 -3.114
O5 0.739 -7.223 -3.017
O6 0.930 -1.724 -3.406
H15 2.009 -5.617 -5.017
H16 2.277 -3.246 -5.013
H17 -0.101 -3.198 -1.391
H18 -0.491 -5.725 -1.534
H19 1.116 -7.718 -2.276
H20 0.735 -1.314 -2.579
C15 -2.618 4.795 -3.239
C16 -2.568 5.734 -4.243
C17 -1.481 5.744 -5.109
C18 -0.375 4.859 -4.996
C19 -0.431 4.021 -3.884
C20 -1.552 3.960 -3.026
O7 -1.537 3.016 -2.055
O8 -1.488 6.483 -6.351
H21 -3.507 4.846 -2.667
H22 -3.546 6.346 -4.393
H23 0.318 4.799 -5.722
H24 0.392 3.390 -3.559
H25 -0.857 2.389 -1.978
H26 -0.998 6.015 -7.074
C21 5.108 -1.491 1.418
C22 5.658 -1.810 2.712
C23 4.837 -2.138 3.771
C24 3.461 -1.997 3.633
C25 2.871 -1.527 2.397
C26 3.796 -1.310 1.279
O9 3.324 -0.944 0.035
O10 5.455 -2.368 4.999
H27 5.786 -1.189 0.516
H28 6.939 -1.998 2.787
H29 2.828 -2.172 4.605
H30 1.788 -1.410 2.374
H31 2.428 -0.644 -0.226
H32 5.142 -1.868 5.733
C27 -1.890 -3.772 0.951
C28 -1.857 -2.603 0.327
C29 -2.810 -2.414 -0.738
C30 -3.869 -3.262 -0.956
C31 -3.849 -4.605 -0.345
C32 -2.761 -4.859 0.627
O11 -2.556 -6.021 1.206
O12 -2.808 -1.177 -1.388
H33 -1.106 -3.931 1.633
H34 -0.995 -1.904 0.634
H35 -4.443 -3.113 -1.773
H36 -4.523 -5.196 -0.562
H37 -2.904 -6.751 0.692
H38 -2.315 -0.656 -0.843

For the highest occupied orbital energy, the calculation gives -5.322 eV. The lowest unoccupied orbital energy comes out at 2.023 eV. As for the charge: -1.

(9)
Below is the molecule C2H4OS in a non-equilibrium geometry, with properties calculated with ωB97M-V/def2-TZVPD.

Element x y z (Å)
C1 -0.377 -0.736 0.058
C2 0.522 0.257 -0.474
O1 1.097 1.283 0.162
S1 -2.092 0.209 -0.087
H1 -0.610 -1.680 -0.465
H2 -0.099 -0.947 1.171
H3 0.565 0.165 -1.470
H4 0.994 1.449 1.106

For the highest occupied orbital energy (alpha / beta), the calculation gives -7.964 / -7.964 eV. The lowest unoccupied orbital energy (alpha / beta) comes out at -0.939 / -0.939 eV. As for the charge: 0.

(10)
Below is the ion C17H17Cl2N3O2 with charge +2 in a non-equilibrium geometry, with properties calculated with ωB97M-V/def2-TZVPD.

Element x y z (Å)
C1 4.942 -2.246 0.038
C2 5.345 -1.056 -0.954
O1 6.378 -1.227 -1.663
N1 4.639 0.247 -1.103
C3 5.294 1.355 -0.346
C4 5.900 1.194 1.155
O2 5.448 2.489 -0.869
N2 3.281 0.156 -0.865
C5 2.471 -0.307 -1.995
C6 0.935 -0.459 -1.959
C7 0.172 -0.080 -0.658
C8 -1.397 -0.125 -0.446
C9 -2.478 0.178 -1.517
C10 -3.986 0.118 -1.079
N3 -4.392 -0.207 0.284
C11 -5.825 -0.215 0.685
Cl1 -6.489 -1.735 1.419
C12 -6.640 0.940 0.536
C13 -8.191 0.865 1.000
Cl2 -6.059 2.519 -0.142
C14 -3.419 -0.521 1.333
C15 -1.908 -0.485 0.992
C16 1.044 0.392 0.559
C17 2.602 0.473 0.365
H1 4.386 -3.030 -0.608
H2 4.301 -1.844 0.893
H3 5.938 -2.691 0.421
H4 6.923 1.729 1.166
H5 6.113 0.102 1.428
H6 5.189 1.610 1.946
H7 2.999 -0.576 -2.978
H8 0.317 -0.840 -2.851
H9 -2.171 0.469 -2.590
H10 -4.789 0.373 -1.851
H11 -8.739 1.829 0.734
H12 -8.663 0.018 0.371
H13 -8.303 0.583 2.099
H14 -3.736 -0.759 2.412
H15 -1.144 -0.720 1.817
H16 0.521 0.678 1.534
H17 3.189 0.810 1.286

For the highest occupied orbital energy, the calculation gives -15.160 eV. The lowest unoccupied orbital energy comes out at -8.610 eV. As for the charge: +2.

(11)
Below is a structure of composition C5H7CaO4 in a non-equilibrium geometry, with properties calculated with ωB97M-V/def2-TZVPD.

Element x y z (Å)
O1 1.721 -0.480 -0.320
C1 3.404 0.163 0.031
O2 3.113 1.316 -0.195
O3 -0.210 2.107 0.720
C2 -1.090 1.888 -0.410
C3 -1.857 0.600 -0.280
O4 -1.024 -0.552 -0.599
C4 -0.413 -1.267 0.453
C5 1.004 -1.635 0.034
Ca1 0.977 1.412 -0.687
H1 -1.796 2.724 -0.579
H2 -2.698 0.568 -0.990
H3 -2.244 0.454 0.752
H4 -0.978 -2.189 0.677
H5 -0.378 -0.648 1.363
H6 0.958 -2.311 -0.839
H7 1.510 -2.150 0.867

For the highest occupied orbital energy, the calculation gives -1.702 eV. The lowest unoccupied orbital energy comes out at 3.178 eV. As for the charge: -1.

Among the records above, which one has the lowest charge?
C27H31AgIO5PS2Si